# 1
# C19H39AsCl17NO2PSi

A structure of composition C19H39AsCl17NO2PSi (ωB97M-V/def2-TZVPD, OMol25).

Last column: Löwdin charge in e.
Cartesian coordinates (Å):
Cl1 1.48751 0.30090 6.78247  0.5517
H1 2.23137 -1.68271 3.20825  0.0437
Cl2 3.30467 2.34101 7.71508  0.5053
C1 -3.23988 1.62862 -1.84542  -0.1911
C2 -3.13741 -3.26157 0.35625  -0.3998
H2 -3.25616 1.33800 4.18111  0.0638
H3 -3.56790 -4.99612 1.19203  0.0830
N1 -0.20620 -0.79701 3.13496  -0.2336
H4 -1.01887 -3.05783 0.56192  0.0956
As1 -0.41472 -0.13784 1.30734  0.7843
H5 -0.02841 -2.75861 2.38162  0.0638
Cl3 3.70368 1.51241 -3.26448  0.5367
Cl4 5.69555 0.55499 -9.49863  0.5142
H6 4.00602 0.61568 1.33854  0.0207
H7 1.44421 2.74931 -0.42130  -0.0600
H8 1.10453 2.19831 3.79824  0.0184
C3 -2.35674 0.38628 -1.64437  -0.4849
Cl5 1.47088 3.32089 -3.13904  0.5657
C4 3.06836 0.29679 0.87457  -0.2187
C5 1.57406 2.91969 0.64720  -0.2533
H9 1.39938 0.68085 -2.13826  -0.0391
H10 -3.51164 0.50071 1.26224  0.0817
C6 1.59186 -2.38830 3.74309  -0.1117
C7 0.13653 -2.19530 3.31088  -0.3813
Cl6 4.37443 2.86728 -8.39369  0.5064
H11 -3.99942 1.45794 -2.61471  0.0516
H12 2.09365 0.73785 3.90919  -0.0445
Cl7 -1.94147 -1.17763 -7.68771  0.5078
H13 -3.61447 2.16550 1.83002  0.1019
H14 -1.25925 1.61837 2.96780  0.0536
H15 0.74175 3.55104 0.96876  0.0202
C8 -2.65041 -0.83683 -6.10064  -2.0596
Cl8 -1.85212 0.55154 -5.37828  0.5553
O1 -2.77545 -4.57306 0.82829  -0.0602
C9 1.94168 1.65890 3.34800  -0.2516
Cl9 -4.37521 -0.49385 -6.29817  0.5105
H16 -2.64488 2.49640 -2.13770  0.0408
H17 0.45046 -1.37505 0.83349  -0.0063
P1 -0.67917 0.81522 -0.96038  0.8513
C10 0.51838 0.03206 -2.15691  -0.5061
H18 -4.78485 -3.99146 -0.85132  0.0693
H19 0.11688 -2.08903 -1.86808  0.0433
C11 -3.88741 -3.37685 -0.96004  -0.0560
Cl10 5.30798 0.77824 -6.64785  0.5210
H20 -1.67819 -2.13644 -0.78545  0.0797
H21 -3.75704 1.89362 -0.91967  0.0478
Cl11 4.06508 4.17260 -2.22064  0.5316
Si1 1.58354 1.25981 1.54387  0.4247
C12 -1.63931 1.33928 1.97739  -0.3496
C13 3.14502 0.63630 7.26239  -2.0575
H22 -3.76865 -2.76757 1.10270  0.1269
H23 -1.39167 2.15733 1.29659  0.0218
Cl12 3.59502 3.78439 -5.04197  0.4846
Cl13 -2.44807 -2.23877 -5.05007  0.5298
C14 -3.76218 0.80163 3.37708  -0.5838
H24 0.07596 0.17793 -3.14893  0.0224
H25 1.71514 -2.19717 4.81305  0.0404
C15 5.64415 1.67009 -8.12690  -2.0635
Cl14 3.57556 -0.37090 8.65845  0.4979
Cl15 4.22986 0.27897 5.92451  0.5383
H26 1.49978 -1.75813 -2.91689  0.0593
H27 -0.52567 -2.64652 4.05868  0.1010
O2 -1.97557 -1.29033 1.06908  -0.4448
H28 3.16195 0.42353 -0.20839  -0.0018
H29 -3.24686 -3.83098 -1.72014  0.0762
H30 2.83831 2.28480 3.42374  0.0206
C16 0.96597 -1.42532 -2.02049  -0.1646
C17 -3.16059 1.18497 2.03542  -0.3270
C18 -1.86239 -2.41777 0.26423  -0.3251
H31 -2.85628 -0.29562 -0.95763  0.0287
H32 2.50965 3.45886 0.83424  0.0166
H33 -2.27185 -0.12477 -2.60685  0.0157
H34 -4.82010 1.05046 3.41447  0.0550
H35 2.93771 -0.77259 1.06620  0.0041
H36 1.63289 -1.55415 -1.16779  0.0398
H37 1.94972 -3.40088 3.53286  0.0609
Cl16 7.20300 2.49141 -7.98366  0.5156
H38 -1.06012 -0.60658 3.63935  -0.0167
Cl17 -3.67717 -0.93176 3.82837  0.5501
C19 3.20035 3.20156 -3.41227  -2.0327
H39 -4.18873 -2.38703 -1.30932  0.0735

Output
Orbital gap ... 5.219 eV
Maximum force ... 0.47 eV/A
Total charge ... -1
Lowest unoccupied orbital energy ... 1.5332 eV
HOMO level ... -3.7 eV
Spin multiplicity ... 1

---

# 2
# C23H27N3O2

The molecule C23H27N3O2 (ωB97M-V/def2-TZVPD, OMol25).

Last column: Löwdin charge in e.
Cartesian coordinates (Å):
H1 6.37310 -2.89610 -1.03450  0.0822
H2 6.65836 0.71652 -1.34380  0.0642
C1 4.83254 -0.04391 -0.52651  -0.1890
O1 0.33540 2.94658 1.24856  0.0668
H3 7.24195 -1.37061 -0.84770  0.0692
H4 -2.24056 -0.32824 -2.09688  0.1109
H5 -2.18173 1.83445 1.75975  0.1072
H6 4.20773 -2.90525 0.77127  0.1593
C2 5.62527 1.02267 -1.20278  -0.0367
O2 -3.50406 -1.56260 -0.89880  -0.0766
C3 3.09600 -1.12731 0.49665  -0.2030
C4 -4.44431 -3.08544 -2.44579  -0.0623
H7 -3.26114 -2.94433 1.39986  0.1005
H8 -0.08068 0.24150 -1.37634  0.1169
C5 -2.44796 0.79500 1.65752  -0.0329
H9 -2.56210 1.28784 -2.74044  0.1236
H10 -3.15430 -3.59930 -0.78952  0.1258
C6 0.93884 -0.27006 0.96825  -0.0262
H11 1.55027 -2.25824 1.48772  0.1086
N1 -0.56574 2.11237 -0.63855  -0.0470
H12 -4.82839 -4.09349 -2.57377  0.0750
C7 1.82963 -1.31997 1.03120  -0.0012
C8 6.50902 -2.02710 -0.38947  -0.0183
C9 2.55891 1.14809 -0.14908  0.0488
C10 -2.80248 0.28234 0.41342  -0.1522
C11 -1.57123 3.15013 -0.70144  -0.1004
H13 -4.79150 -3.06852 -0.31264  0.1266
H14 -3.61982 2.90306 -1.39095  0.1187
C12 -2.67298 -1.35386 2.68672  -0.0981
C13 -2.14773 0.73524 -1.89202  -0.1195
H15 6.90361 -2.37339 0.56625  0.0819
H16 -3.62331 -2.92594 -3.13983  0.0757
N2 -2.93673 1.08060 -0.73089  -0.0916
H17 -3.45962 2.77060 0.36086  0.1164
C14 -2.98276 2.51921 -0.58517  -0.1340
H18 2.82649 2.09741 -0.58842  0.1275
H19 -2.61979 -1.99396 3.55424  0.1000
C15 -0.66044 1.11464 -1.67768  -0.0970
H20 5.61136 1.93412 -0.60650  0.0818
C16 -2.38976 -0.00813 2.78479  -0.0970
H21 -5.23102 -2.37065 -2.67066  0.0790
C17 -3.11647 -1.09427 0.33024  -0.1900
C18 3.47645 0.10099 -0.09561  -0.1175
C19 -3.96516 -2.89116 -1.01489  -0.2611
H22 -1.46658 3.68377 -1.65313  0.1247
C20 -3.03262 -1.89180 1.45960  -0.0269
H23 -1.37016 3.84390 0.11626  0.1183
C21 0.32046 2.08611 0.38675  -0.4359
H24 -0.05238 -0.38058 1.38185  0.0979
H25 5.19717 1.25467 -2.17833  0.0823
C22 5.21831 -1.31289 -0.19369  -0.2609
C23 1.29751 0.95119 0.37834  -0.1621
N3 4.16938 -1.96444 0.41848  0.1152
H26 -2.10276 0.42542 3.73051  0.1062
H27 -0.23327 1.50748 -2.61102  0.1256

Output
Orbital gap ... 8.330 eV
Maximum force ... 0.61 eV/A
Total charge ... 0
Lowest unoccupied orbital energy ... 0.7532 eV
HOMO level ... -7.6 eV
SMILES string ... CCOc1ccccc1N1CCN(C(=O)c2ccc3[nH]c(C)c(C)c3c2)CC1
Spin multiplicity ... 1

---

# 3
# C28H35Cl5IrN2O3SSb2

A structure of composition C28H35Cl5IrN2O3SSb2 (ωB97M-V/def2-TZVPD, OMol25).

Last column: Löwdin charge in e.
Cartesian coordinates (Å):
H1 -1.43849 3.10062 -4.46887  0.1130
C1 2.88701 1.60460 -1.86442  -0.2829
C2 -4.89365 -0.15859 -1.06293  -0.7066
S1 0.09046 -3.20738 -0.96016  0.9783
H2 -1.67147 -4.31346 1.17900  0.0622
C3 2.34248 0.21830 3.40634  -0.3040
C4 3.54126 -1.40894 -0.94558  -0.2862
O1 -0.36079 2.03155 -0.77144  -0.3821
C5 -3.51297 -0.33366 -1.07859  -0.6509
H3 1.12889 -3.55667 -4.47741  0.0899
H4 3.97383 1.67451 -1.86875  0.0182
H5 1.54853 -0.42934 5.28517  0.1185
C6 3.40786 0.09651 2.50292  -0.2876
H6 -1.90302 -0.25605 4.37146  0.0162
H7 -1.98087 5.43231 -5.07524  0.1126
C7 -4.59611 1.70900 0.40663  -0.7058
Cl1 -2.89301 -1.62238 -2.06045  0.7581
C8 -2.61637 0.46561 -0.36064  -0.3515
C9 -1.35898 -5.07154 0.46298  -0.1146
H8 -0.84107 -5.22698 -1.64317  0.1019
Cl2 -5.92493 -1.18512 -1.97335  0.7071
O2 -0.51464 -2.06395 -0.13165  -0.7699
N1 -0.61671 2.26116 -2.06968  -0.1686
H9 0.96740 -2.19331 2.51637  0.0229
C10 -1.18151 -4.47873 -0.92206  -0.3889
C11 -5.44566 0.86167 -0.29453  -0.7124
C12 4.40114 -1.60456 3.92270  -0.0682
H10 5.20406 -2.30436 4.11232  0.1089
C13 -1.35501 3.89238 -3.73943  -0.0104
C14 -1.65833 5.20139 -4.06912  -0.0609
H11 2.45944 2.58770 -1.67393  0.0105
C15 -0.95020 3.61511 -2.44048  -0.1629
C16 3.36695 -1.45584 4.83504  -0.0678
H12 3.24144 1.97648 1.45082  0.0663
H13 -0.90939 -3.17953 -3.13629  0.0677
Cl3 -7.14407 1.07861 -0.23067  0.7124
H14 3.26670 -1.72427 -1.95124  -0.0104
Sb1 2.30300 0.22460 -0.35850  1.4075
H15 -0.76989 -2.52072 2.32970  -0.0110
H16 1.16098 -4.72663 -3.16419  0.0766
H17 2.54175 1.24482 -2.83257  0.0116
Ir1 -0.60663 0.06289 -0.36628  0.8663
Sb2 -0.44657 0.10781 2.18215  1.3569
Cl4 -5.27224 2.99002 1.33225  0.7029
H18 0.17780 -1.81096 -2.86076  0.0519
O3 -0.24941 0.19866 -2.48105  -0.3128
C17 1.19971 -3.66072 -3.39544  -0.1176
H19 -2.08881 -4.00558 -1.30134  0.0537
C18 -3.21271 1.51684 0.35220  -0.6588
H20 -1.79896 7.23014 -3.38577  0.1114
H21 -2.13166 -5.83835 0.42991  0.0868
H22 3.41940 -2.24835 -0.26272  0.0108
H23 -0.43824 -5.53276 0.82121  0.0834
C19 3.51936 0.93820 1.26479  -0.2987
H24 3.35201 -2.03417 5.74904  0.1100
C20 -1.55855 6.20998 -3.11849  -0.0654
C21 -0.84665 4.60170 -1.47580  -0.0234
C22 1.17593 1.13399 3.17479  -0.2646
C23 0.06150 -2.88508 -2.74245  -0.4038
Cl5 -2.25337 2.71609 1.18266  0.7040
H25 1.41894 2.04877 2.63771  0.0590
H26 -1.08155 6.68906 -1.08324  0.1124
C24 2.35537 -0.54995 4.57039  -0.0664
H27 4.54298 0.93098 0.89165  0.0695
C25 -1.15610 5.90800 -1.82763  -0.0574
H28 -0.53892 4.34858 -0.47394  0.0893
H29 4.58366 -1.09109 -0.94685  0.0188
H30 2.17064 -3.28172 -3.08016  0.0560
H31 0.72295 1.41779 4.12579  0.0697
H32 -0.12979 -1.94709 3.89130  0.0201
N2 -0.52040 1.36904 -2.94449  0.0378
C26 4.41707 -0.82675 2.77724  -0.0458
H33 5.24512 -0.91662 2.08303  0.1142
H34 -3.00248 0.05232 3.00292  0.0177
C27 -0.03401 -1.88140 2.80897  -0.2696
C28 -2.09058 0.37402 3.50389  -0.2790
H35 -2.20089 1.41083 3.80839  0.0039

Output
Orbital gap ... 8.086 eV
Maximum force ... 2.55 eV/A
Total charge ... +1
Lowest unoccupied orbital energy ... -2.6828 eV
HOMO level ... -10.8 eV
Spin multiplicity ... 1

---

# 4
# C24H32FN5O2

The molecule C24H32FN5O2 (ωB97M-V/def2-TZVPD, OMol25).

Last column: Löwdin charge in e.
Cartesian coordinates (Å):
O1 -2.62805 -0.27195 -0.77597  0.0524
H1 0.33693 6.09231 -3.75909  0.1123
H2 -1.23967 1.28940 2.77388  0.1166
H3 -1.43138 0.63831 -2.39694  0.1016
N1 -2.46442 -0.36302 2.43999  -0.1603
C1 1.97807 -7.16821 4.15775  -0.0857
C2 0.56583 -4.93951 4.88854  -0.2082
C3 0.29490 3.32005 -6.50200  -0.0711
H4 -2.15773 -2.20536 3.29044  0.1208
N2 0.85041 4.12845 -4.22527  -0.1278
H5 2.40691 -6.11953 2.33386  0.1025
C4 0.13750 3.54602 -3.20705  -0.2200
H6 2.23623 3.83942 -5.72655  0.1154
H7 -0.63091 2.86160 -6.16517  0.0674
C5 -0.13622 4.23352 -2.01489  -0.0265
H8 0.96847 -2.28278 -0.01692  0.1397
C6 1.14481 -2.22912 1.06824  -0.0940
H9 0.53943 -3.04659 3.20651  0.1300
C7 -2.36370 -1.80067 2.29261  -0.1491
H10 1.18971 5.86924 -5.28210  0.1152
C8 -1.06712 1.64535 -2.28274  -0.0079
H11 -3.32030 -2.19377 1.94780  0.1248
H12 3.29922 5.35990 -4.06273  0.0692
C9 2.48146 5.87059 -3.55965  -0.0719
C10 -3.26785 0.35087 1.46688  -0.0982
H13 0.11620 -5.94493 6.70691  0.1164
N3 0.02014 -1.69270 1.80891  -0.1962
C11 1.52323 -3.62348 1.56937  -0.4488
C12 -1.16948 0.19988 2.75531  -0.1570
H14 -1.47412 -1.91778 0.31709  0.1134
C13 -2.62843 0.58162 0.08942  -0.4619
H15 -0.91313 -0.14538 3.76339  0.1244
H16 2.53464 -8.04575 3.86655  0.1028
H17 0.90650 0.15364 2.17286  0.1255
C14 1.20101 -4.94882 3.64429  -0.1526
C15 0.62570 -6.00564 5.75827  -0.0186
H18 0.69057 2.74326 -7.33397  0.0723
H19 2.47098 5.55103 -2.52104  0.0665
H20 -3.54345 1.31322 1.91457  0.1203
C16 -0.04520 -0.24124 1.80639  -0.1563
H21 -4.18044 -0.22941 1.31132  0.1296
H22 -2.15115 2.43876 0.74925  0.1328
O2 2.15962 -4.40990 0.90533  0.0727
H23 1.39726 -7.97602 6.05668  0.1007
H24 -1.17944 -3.33529 1.34581  0.1283
C17 1.14958 5.54120 -4.23913  -0.2299
C18 -1.24802 -2.24496 1.34199  -0.1513
N4 1.08698 -3.82430 2.83957  0.1441
H25 0.06809 4.32411 -6.85320  0.0687
C19 1.91371 -6.09181 3.29113  -0.0029
H26 -0.18589 1.65193 -4.19374  0.0972
C20 -0.35130 2.23463 -3.30313  -0.0151
H27 2.01936 -1.58996 1.22836  0.1353
H28 0.22210 5.23808 -1.86227  0.0950
H29 2.66628 6.94114 -3.59680  0.0717
C21 1.34130 -7.13255 5.38658  -0.0940
C22 1.31676 3.37069 -5.36323  -0.2285
H30 -0.21338 0.15376 0.79167  0.1170
H31 1.57473 2.35767 -5.04538  0.1130
N5 -2.06018 1.80768 -0.03507  0.1209
H32 -1.04967 4.21009 -0.09424  0.1104
F1 -0.13731 -3.83022 5.24315  0.0524
C23 -1.33765 2.34622 -1.11368  -0.2360
C24 -0.85908 3.64698 -0.99872  -0.0298

Output
Orbital gap ... 7.913 eV
Maximum force ... 0.58 eV/A
Total charge ... 0
Lowest unoccupied orbital energy ... 0.6080 eV
HOMO level ... -7.3 eV
SMILES string ... CCN(CC)c1ccc(NC(=O)CN2CCN(CC(=O)Nc3ccccc3F)CC2)cc1
Spin multiplicity ... 1